No. 1
32
Properties=species:S:1:pos:R:3 method="wB97M-V/def2-TZVPD" de_lowest_kcal_mol=48.2 total_energy_ha=-963.576329
O 0.94528 0.31664 1.17294
O -4.83210 1.01953 -0.77194
O -0.38588 1.76565 -0.93765
O 4.35843 1.56108 0.80364
N 4.98645 -1.52333 -0.89787
N -1.07205 -0.18562 0.04488
N 3.38817 0.04582 -1.40796
N 4.14772 -0.79178 -1.04974
N -2.59522 1.33996 -0.80641
C 1.16064 -0.89024 -0.84822
C -1.27687 1.02932 -0.58522
C -2.13811 -0.97016 0.40799
C -4.57096 -1.52947 0.56870
C 2.07918 0.34349 -0.94587
C 1.99933 0.97419 0.47687
C 0.29016 -0.62285 0.38420
C 3.27701 0.83822 1.32159
C -3.73199 0.60420 -0.49113
C -3.42422 -0.65729 0.17389
H -1.87707 -1.89457 0.90399
H 3.02743 1.15951 2.34222
H 0.15465 -1.53061 0.98663
H 1.67166 1.06086 -1.66196
H 3.59862 -0.20517 1.36780
H -5.04138 -1.14109 1.47121
H -4.24507 -2.54932 0.75111
H 0.55796 -1.02436 -1.74361
H -2.75172 2.23123 -1.26620
H 4.12383 2.49482 0.75452
H 1.74082 2.03661 0.38490
H 1.75654 -1.79017 -0.68431
H -5.32125 -1.51509 -0.21897

=====

No. 2
33
Properties=species:S:1:pos:R:3 method="wB97M-V/def2-TZVPD" de_lowest_kcal_mol=250.1 total_energy_ha=-1038.495876
O -3.01801 -3.91873 2.36882
O -3.68567 -0.13762 -1.65447
O 1.57785 -3.60357 0.88488
O -4.62773 -2.78974 1.42354
O 2.12561 -2.19273 -0.71349
N 1.25732 -2.75163 0.02638
N 0.39899 0.19802 -0.90849
N -3.95517 -1.04347 -0.67045
N -2.40329 -0.30221 -2.23791
N -3.43713 -3.15851 1.47040
C 1.82836 3.26383 0.90737
C -2.48923 -2.74221 0.45016
C -1.12841 -3.08926 0.59194
C -0.46648 -1.53843 -1.26867
C 0.61539 1.14441 0.21952
C 2.89633 4.31370 0.61761
C -0.14232 -2.46731 -0.20223
C -1.87467 -1.30577 -1.48873
C -2.84228 -1.82421 -0.59808
C 1.70553 2.16766 -0.14219
H 0.83242 0.52958 1.08613
H 1.45635 2.61123 -1.12323
H 0.86298 3.76461 1.03826
H -0.31518 1.66635 0.41956
H 2.68854 4.89589 -0.28472
H -0.85056 -3.83838 1.32155
H 1.29009 -0.22833 -1.17897
H -0.00513 0.67757 -1.71128
H 2.06877 2.78323 1.86199
H 2.96880 5.02532 1.44525
H 0.10781 -1.61887 -2.20497
H 2.66948 1.63436 -0.24788
H 3.89066 3.87522 0.50242

=====

No. 3
25
Properties=species:S:1:pos:R:3 method="wB97M-V/def2-TZVPD" de_lowest_kcal_mol=52.8 total_energy_ha=-518.758759 smiles="CC1=CC[C@](C)(n2cccc2)O1"
O -1.07156 -0.30290 0.94730
N 1.27499 -0.07036 -0.00067
C 2.44879 0.46289 0.44556
C 2.89792 -1.53321 -0.55629
C 0.05961 0.60132 0.04388
C -2.06876 0.05027 -1.02966
C 0.23081 1.85892 0.87528
C 3.42214 -0.37994 0.10343
C 1.52110 -1.22672 -0.62515
C -0.69778 0.66093 -1.27304
C -2.15468 -0.56922 0.15955
C -3.24809 -1.20422 0.95386
H -0.30086 0.11640 -2.11791
H -2.71672 0.06736 -1.95030
H 0.70503 -1.84577 -1.08716
H -0.77022 2.14733 1.20744
H 2.53192 1.47423 0.89079
H -3.58510 -0.60505 1.83026
H -0.97084 1.77299 -1.56941
H 0.71317 1.73057 1.77235
H -4.05539 -1.34334 0.28686
H 4.42558 -0.06856 0.20926
H 3.52212 -2.29987 -1.04061
H 0.74419 2.66430 0.26999
H -2.85738 -2.15836 1.25439

=====

No. 4
26
Properties=species:S:1:pos:R:3 method="wB97M-V/def2-TZVPD" de_lowest_kcal_mol=149.9 total_energy_ha=-593.876332 smiles=C[C@H](N)Cc1ccc2c(c1)OCO2
O -3.29780 1.03216 0.19631
O -1.33993 2.32192 0.83768
N 3.70505 -0.38917 0.66562
C 2.86620 -1.43881 -0.08088
C 0.52991 -0.43671 -0.69497
C 2.22395 -2.29694 0.92742
C -2.62706 1.92708 1.17983
C -0.59000 -0.98669 -1.47347
C 0.40129 0.74695 0.13475
C -0.97242 1.12000 0.21509
C -2.08645 0.52759 -0.23894
C -1.88207 -0.58641 -1.15312
C 1.76054 -1.00997 -1.16282
H 3.73505 -2.00164 -0.61275
H 1.55601 -1.95011 -1.75577
H -2.78931 -1.07084 -1.60900
H 1.76430 -3.05614 0.38163
H 1.06309 1.60782 0.48914
H -3.07734 1.56544 2.22535
H 2.28806 -0.60250 -2.16982
H -0.46924 -1.84345 -2.07292
H -3.05647 2.94865 0.99225
H 3.78296 -0.71019 1.64241
H 2.71300 -2.88724 1.94257
H 1.22166 -1.63796 1.23295
H 4.69130 0.13324 0.46538

=====

Q: Which HOMO-LUMO gap values were calculated for the entries above? A: 9.651; 7.241; 9.025; 8.903, in eV.